{
  "formula": "C22H32BrCl3HgN7O4",
  "method": "wB97M-V/def2-TZVPD",
  "elements": ["Hg", "N", "C", "C", "C", "C", "N", "C", "N", "N", "C", "O", "O", "H", "H", "H", "H", "H", "H", "H", "H", "H", "H", "H", "H", "H", "H", "Cl", "C", "C", "C", "Cl", "C", "O", "C", "Cl", "C", "H", "H", "Br", "C", "C", "C", "N", "C", "C", "H", "H", "H", "H", "C", "N", "C", "C", "O", "N", "C", "C", "H", "H", "H", "H", "H", "H", "H", "H", "H", "H", "H", "H"],
  "xyz": [[-0.22648, 0.85948, 0.50617], [1.98432, 1.39847, 1.50978], [3.14431, 1.39914, 0.63082], [4.45452, 0.95812, 1.29768], [4.48099, -0.36844, 2.06578], [4.60402, -1.64668, 1.23734], [3.43374, -1.96173, 0.42524], [2.23961, -2.19986, 0.96292], [2.11008, -2.54819, 2.24552], [1.14449, -2.13680, 0.20092], [2.91694, 0.65237, -0.72269], [3.93570, 0.31455, -1.34317], [1.73208, 0.46345, -1.12937], [1.81231, 2.27294, 1.98156], [1.90957, 0.63960, 2.17928], [3.30764, 2.43237, 0.30912], [4.72799, 1.73644, 2.01478], [5.21380, 0.94157, 0.51543], [3.61450, -0.44935, 2.72938], [5.35854, -0.34110, 2.71631], [4.81078, -2.49561, 1.89447], [5.44623, -1.56277, 0.55245], [3.45652, -1.59712, -0.52342], [2.94749, -2.59810, 2.79974], [1.29751, -2.13330, 2.72284], [1.16097, -1.47027, -0.56786], [0.24254, -2.24136, 0.64696], [-4.51515, -0.17621, 6.35224], [-3.14385, -0.33373, 5.28942], [-2.44193, 0.79136, 4.90185], [-1.36055, 0.64929, 4.05438], [-0.52024, 2.08742, 3.54712], [-0.91121, -0.59109, 3.53189], [0.09321, -0.70059, 2.72572], [-1.68534, -1.69285, 3.98087], [-1.24873, -3.27618, 3.40401], [-2.76754, -1.58253, 4.83002], [-2.73023, 1.77104, 5.25565], [-3.31224, -2.46573, 5.13249], [-2.17224, 5.22152, -4.49152], [-1.36354, 4.52414, -2.93252], [-0.18716, 3.80513, -3.02716], [0.35169, 3.29283, -1.85538], [-0.20732, 3.46652, -0.65684], [-1.33447, 4.17336, -0.59248], [-1.95805, 4.72611, -1.69995], [0.29546, 3.63815, -3.97922], [1.24928, 2.68892, -1.88012], [-1.76431, 4.29786, 0.39508], [-2.87663, 5.28621, -1.60296], [-2.99003, -2.84650, -3.90126], [-1.89499, -2.47788, -3.01982], [-1.02023, -3.57776, -2.66516], [-1.98521, -1.41325, -2.15688], [-1.48052, -1.41990, -1.03474], [-2.67699, -0.31939, -2.62307], [-3.00599, 0.72222, -1.66969], [-2.57481, 0.12660, -4.00186], [-3.44350, -3.77952, -3.55280], [-2.63606, -3.00103, -4.92313], [-3.75678, -2.07899, -3.90219], [-1.56740, -4.37329, -2.14853], [-0.22772, -3.22756, -2.01441], [-0.57960, -3.99307, -3.57308], [-2.21270, 1.47716, -1.60146], [-3.14940, 0.28830, -0.68473], [-3.92660, 1.21529, -1.98760], [-2.00678, -0.58772, -4.59072], [-2.05293, 1.08813, -4.03610], [-3.56138, 0.25941, -4.45332]],
  "lowdin_charge": [1.01, 0.00, -0.29, -0.15, -0.17, -0.16, 0.11, -0.44, 0.20, 0.20, -0.68, -0.01, -0.16, 0.05, 0.04, 0.15, 0.11, 0.11, 0.09, 0.12, 0.11, 0.13, 0.13, 0.10, 0.06, 0.07, 0.09, 0.64, -0.69, -0.15, -0.58, 0.67, -0.52, -0.27, -0.58, 0.68, -0.15, 0.10, 0.10, 0.75, -0.70, -0.10, -0.14, 0.01, -0.15, -0.11, 0.11, 0.09, 0.11, 0.10, -0.06, -0.15, -0.05, -0.50, -0.02, -0.15, -0.07, -0.05, 0.09, 0.09, 0.08, 0.09, 0.07, 0.09, 0.05, 0.08, 0.09, 0.09, 0.09, 0.09],
  "de_lowest_kj_mol": 0.00,
  "e_homo_ev": [-6.98, -7.36],
  "max_force_ev_per_a": 0.56,
  "charge": 0,
  "e_tot_ev": -153740.3504,
  "e_lumo_ev": [0.41, -1.02],
  "spin_multiplicity": 2
}